A molecular structure, C7H14CsO3S2 in a non-equilibrium geometry. Source: the Open Molecules 2025 dataset; level of theory: the ωB97M-V functional and the def2-TZVPD basis.

Computed properties:
- net charge = +1
- F_max (eV Å⁻¹) = 15.4
- orbital gap (eV) = 8.32
- calculated total energy (hartree) = -1316.852848
- highest occupied orbital energy (eV) = -11.6

Each line ends with the Mulliken charge.
Cartesian coordinates (Å):
C: -0.3596 0.9459 -3.3503  -0.758
C: -0.8860 -0.3223 -2.4482  -0.096
S: 0.4157 -1.6395 -2.1179  -0.122
C: -0.0408 -2.2979 -0.3993  -0.786
C: 0.6411 -1.4637 0.8363  0.489
C: -0.5719 -1.0169 1.8665  -0.934
C: -0.9012 0.5817 1.7120  -0.417
S: 0.6973 1.4887 2.2324  1.049
O: 0.7098 2.9738 1.7835  -0.653
O: 0.6854 1.4261 3.8097  -0.557
O: 1.9995 0.5948 1.5668  -0.284
C: 1.5661 -0.1828 0.3777  -0.597
H: -1.2306 1.2403 -4.1083  0.297
H: 0.6092 0.7387 -3.9737  0.261
H: -0.1491 1.8638 -2.6190  0.161
H: -1.2083 0.1272 -1.3977  -0.185
H: -1.8755 -0.8338 -2.8760  0.400
H: 0.1138 -3.4758 -0.3128  0.336
H: -1.2181 -2.1221 -0.3080  0.290
H: 1.3750 -2.2171 1.4010  0.342
H: -1.5273 -1.6908 1.8068  0.394
H: -0.1437 -1.1605 2.9710  0.304
H: -1.8027 0.8385 2.4335  0.414
H: -1.1562 0.9375 0.6268  0.202
H: 1.0350 0.5661 -0.3558  0.221
H: 2.5257 -0.6362 -0.1681  0.372
Cs: 0.6976 4.7364 1.0113  0.858

Atoms 1-2, force components in eV/Å:
-0.5 0.2 -0.1
-1.5 0.7 0.8

=====

2 unconnected molecules or ions with the total composition C3H3N2PS in a non-equilibrium geometry. Source: the Open Molecules 2025 dataset; level of theory: the ωB97M-V functional and the def2-TZVPD basis.

Computed properties:
- ΔE to the lowest compared entry with this formula, charge and spin (kcal per mole) = 77.96
- F_max (eV Å⁻¹) = 3.0
- orbital gap (eV) = 8.41
- calculated total energy (hartree) = -965.042885
- highest occupied orbital energy (eV) = -9.3
- structure (SMILES) = [H]/N=P/N=C=S.C#C

Each line ends with the Mulliken charge.
Cartesian coordinates (Å):
C: -1.4077 -0.6691 0.6568  -0.063
C: -0.3219 -1.1901 0.5683  -0.645
C: 0.4947 1.5243 0.8506  0.407
N: 0.4524 1.6673 -0.3575  -0.236
N: 0.9154 -0.5180 -1.3589  -0.407
P: 0.3574 0.8506 -1.8578  0.200
S: 0.4426 1.5948 2.4451  -0.231
H: -2.0709 0.1280 0.5167  0.384
H: 0.3355 -2.0787 0.5656  0.333
H: 0.8024 -1.3090 -2.0289  0.257

Atoms 1-2, force components in eV/Å:
0.9 0.2 -0.1
-0.4 -2.9 0.7